Record 1
{
  "formula": "C35H35ClIN2O3PV",
  "method": "wB97M-V/def2-TZVPD",
  "species": ["V", "I", "C", "C", "C", "C", "C", "C", "C", "C", "C", "P", "C", "C", "C", "C", "C", "C", "C", "C", "C", "C", "C", "C", "C", "H", "H", "H", "H", "H", "H", "H", "H", "H", "H", "H", "H", "H", "H", "H", "H", "N", "C", "C", "C", "C", "N", "H", "H", "H", "H", "H", "H", "H", "H", "H", "H", "H", "H", "C", "C", "O", "H", "H", "H", "Cl", "C", "C", "C", "C", "C", "C", "C", "O", "O", "H", "H", "H", "H"],
  "positions_angstrom": [[0.585, -1.084, 0.475], [-0.322, 0.405, 2.782], [-0.461, 2.465, 2.322], [0.046, 3.210, 3.351], [-0.156, 4.597, 3.402], [-0.924, 5.179, 2.439], [-1.457, 4.420, 1.369], [-2.293, 5.083, 0.441], [-2.856, 4.410, -0.601], [-2.514, 3.065, -0.790], [-1.680, 2.373, 0.061], [-1.146, 0.765, -0.659], [-2.714, -0.075, -1.037], [-2.905, -0.829, -2.196], [-4.092, -1.525, -2.398], [-5.087, -1.503, -1.432], [-4.900, -0.769, -0.265], [-3.728, -0.052, -0.073], [-0.441, 1.209, -2.282], [0.944, 1.378, -2.343], [1.561, 1.774, -3.522], [0.800, 1.997, -4.659], [-0.579, 1.839, -4.610], [-1.199, 1.455, -3.431], [-1.183, 3.024, 1.236], [0.586, 2.734, 4.160], [0.258, 5.169, 4.221], [-1.150, 6.238, 2.475], [-2.488, 6.138, 0.592], [-3.519, 4.904, -1.300], [-2.910, 2.564, -1.663], [-2.153, -0.851, -2.976], [-4.238, -2.079, -3.318], [-6.013, -2.043, -1.592], [-5.680, -0.735, 0.486], [-3.618, 0.560, 0.818], [1.550, 1.243, -1.463], [2.635, 1.920, -3.541], [1.276, 2.306, -5.581], [-1.178, 2.023, -5.493], [-2.276, 1.352, -3.417], [0.544, -1.817, -1.488], [0.705, -3.249, -1.910], [-0.574, -4.053, -1.779], [-1.101, -4.321, -0.365], [-1.977, -3.235, 0.246], [-1.256, -2.159, 1.008], [-0.332, -1.488, -1.896], [1.247, -1.244, -1.962], [1.502, -3.696, -1.326], [1.026, -3.252, -2.951], [-0.368, -5.013, -2.256], [-1.362, -3.591, -2.386], [-0.292, -4.598, 0.315], [-1.732, -5.209, -0.427], [-2.683, -3.690, 0.938], [-2.563, -2.744, -0.524], [-0.966, -2.572, 1.894], [-1.959, -1.459, 1.234], [2.963, -3.231, 0.711], [1.605, -2.754, 1.161], [1.057, -3.201, 2.141], [2.997, -4.320, 0.763], [3.687, -2.838, 1.431], [3.244, -2.876, -0.277], [6.351, -0.348, 5.669], [5.438, -0.097, 4.240], [4.145, -0.607, 4.159], [3.409, -0.409, 3.009], [3.961, 0.298, 1.939], [5.259, 0.812, 2.038], [6.000, 0.612, 3.184], [3.258, 0.572, 0.695], [3.556, 1.258, -0.215], [2.011, -0.152, 0.566], [3.732, -1.151, 4.997], [2.401, -0.795, 2.958], [5.677, 1.365, 1.207], [7.006, 1.000, 3.272]],
  "e_lumo_ev": [-7.2001, -6.5784],
  "gap_ev": [6.44, 7.06],
  "multiplicity": 2,
  "e_tot_ev": -101572.5744,
  "charge": 2,
  "largest_force_ha_per_bohr": 0.0272
}



Record 2
{
  "formula": "C35H35F10LaN6S2",
  "method": "wB97M-V/def2-TZVPD",
  "species": ["La", "C", "N", "C", "C", "N", "C", "C", "F", "C", "F", "C", "F", "C", "F", "C", "F", "C", "C", "N", "C", "C", "F", "C", "F", "C", "F", "C", "F", "C", "F", "H", "H", "H", "H", "H", "H", "H", "H", "H", "H", "H", "C", "C", "S", "C", "C", "S", "H", "H", "H", "H", "H", "H", "C", "N", "C", "C", "C", "C", "C", "C", "C", "C", "H", "H", "H", "H", "H", "H", "H", "H", "H", "H", "H", "H", "N", "C", "C", "C", "N", "C", "C", "H", "H", "H", "H", "H", "H"],
  "positions_angstrom": [[-0.071, -0.053, 0.297], [-2.639, -1.788, -1.962], [-1.253, -2.096, -1.628], [-0.500, -2.313, -2.867], [0.213, -1.059, -3.322], [1.113, -0.686, -2.259], [2.346, -0.279, -2.556], [3.257, -0.110, -1.482], [2.785, -0.382, -0.238], [4.546, 0.337, -1.591], [5.307, 0.477, -0.490], [5.071, 0.657, -2.834], [6.352, 1.081, -2.967], [4.240, 0.522, -3.924], [4.700, 0.862, -5.148], [2.936, 0.081, -3.797], [2.199, 0.105, -4.943], [-1.238, -3.290, -0.773], [0.146, -3.696, -0.296], [0.814, -2.628, 0.417], [1.833, -2.985, 1.187], [2.341, -2.045, 2.116], [1.753, -0.813, 2.121], [3.360, -2.247, 3.007], [3.731, -1.262, 3.843], [4.001, -3.477, 3.060], [5.006, -3.710, 3.937], [3.570, -4.445, 2.175], [4.189, -5.645, 2.171], [2.543, -4.218, 1.278], [2.284, -5.240, 0.416], [-3.095, -2.625, -2.520], [-2.699, -0.891, -2.577], [-3.213, -1.621, -1.053], [-1.179, -2.711, -3.641], [0.269, -3.061, -2.689], [-0.527, -0.271, -3.554], [0.703, -1.293, -4.270], [-1.678, -4.148, -1.321], [-1.881, -3.092, 0.083], [0.739, -4.074, -1.139], [-0.027, -4.568, 0.351], [-1.395, 0.904, 5.263], [-1.575, 0.304, 3.885], [-1.814, 1.425, 2.537], [-1.565, -1.033, 3.732], [-1.342, -1.935, 4.927], [-1.763, -1.855, 2.175], [-1.512, 1.987, 5.223], [-0.403, 0.689, 5.680], [-2.122, 0.510, 5.983], [-2.061, -1.738, 5.732], [-0.343, -1.798, 5.358], [-1.435, -2.980, 4.635], [0.596, 3.592, 1.779], [1.307, 2.316, 1.818], [1.666, 2.019, 3.197], [2.494, 2.400, 0.978], [2.118, 2.634, -0.471], [2.947, 3.445, -1.245], [2.657, 3.678, -2.580], [1.521, 3.100, -3.133], [0.719, 2.285, -2.341], [0.975, 1.996, -0.992], [1.252, 4.394, 2.167], [-0.301, 3.514, 2.388], [0.317, 3.834, 0.756], [2.321, 2.808, 3.609], [2.194, 1.071, 3.262], [0.755, 1.958, 3.791], [3.050, 1.466, 1.093], [3.169, 3.205, 1.328], [3.830, 3.898, -0.800], [3.315, 4.295, -3.184], [1.281, 3.260, -4.180], [-0.129, 1.810, -2.835], [-6.136, 3.254, -0.631], [-4.991, 2.458, -0.631], [-3.890, 2.778, -1.421], [-2.769, 1.971, -1.351], [-2.672, 0.901, -0.563], [-3.715, 0.623, 0.226], [-4.890, 1.349, 0.203], [-6.307, 3.751, -1.491], [-6.963, 2.797, -0.282], [-3.890, 3.644, -2.071], [-1.898, 2.202, -1.954], [-3.586, -0.219, 0.899], [-5.694, 1.076, 0.875]],
  "e_lumo_ev": 3.9577,
  "relative_energy_kj_mol": 24.4,
  "gap_ev": 4.66,
  "e_tot_ev": -95509.7477,
  "charge": -2,
  "largest_force_ha_per_bohr": 0.0173
}